{
  "formula": "C5H9N3O2",
  "method": "ωB97M-V/def2-TZVPD",
  "charge": 0,
  "smiles": "[H]/N=C(\\N)NC1CC1.O=C=O",
  "lumo_ha": 0.0240,
  "relative_energy_kj_mol": 144.5,
  "fmax_ev_per_a": 5.66,
  "e_homo_ev": -8.64,
  "orbital_gap_ev": 9.288,
  "species": ["H", "N", "C", "N", "N", "C", "C", "C", "H", "H", "H", "H", "H", "H", "H", "H", "O", "C", "O"],
  "coordinates": [[-1.91, 1.60, 0.79], [-1.33, 0.87, 0.70], [-0.31, 1.33, 0.11], [-0.23, 2.70, -0.26], [0.78, 0.61, -0.03], [0.82, -0.81, 0.18], [2.02, -1.53, 0.73], [1.60, -1.65, -0.75], [-0.65, 2.72, -1.18], [0.70, 3.07, -0.45], [1.55, 1.11, -0.35], [-0.28, -1.09, 0.40], [1.65, -2.31, 1.41], [2.71, -0.90, 1.11], [2.29, -1.11, -1.36], [1.15, -2.38, -1.32], [-2.85, -1.65, 0.24], [-3.50, -0.73, 0.10], [-4.20, 0.16, -0.07]],
  "lowdin_charge": [0.006, 0.147, -0.567, 0.105, 0.080, -0.303, -0.052, -0.082, 0.084, 0.078, 0.114, 0.154, 0.110, 0.059, 0.087, 0.076, 0.202, -0.498, 0.201]
}